The following is a quantum chemistry calculation of a molecular structure, C28H21B4FeN3O32 in a non-equilibrium geometry, from the Open Molecules 2025 dataset.

Positions of all 89 atoms, in Å:
Fe: 0.052 -0.125 0.838
O: 0.658 -5.261 -6.417
C: 1.369 -4.509 -5.645
O: 1.397 -4.511 -4.229
B: 2.261 -3.380 -3.680
O: 2.773 -2.705 -4.890
C: 2.244 -3.191 -6.038
O: 2.245 -2.571 -7.134
O: 3.375 -3.838 -2.829
C: 3.277 -3.250 -1.561
O: 4.104 -3.253 -0.577
C: 2.016 -2.398 -1.550
O: 1.518 -2.471 -2.801
O: 1.571 -1.700 -0.580
O: 4.756 -1.168 0.715
C: 4.562 -0.030 1.103
O: 5.417 0.868 1.508
B: 4.795 2.202 1.732
O: 3.394 1.916 1.610
C: 3.152 0.655 1.218
O: 2.011 0.199 1.088
O: 5.265 2.962 2.958
C: 5.582 4.190 2.664
O: 5.783 5.053 3.515
C: 5.497 4.344 1.179
O: 5.250 3.075 0.649
O: 5.605 5.442 0.522
O: -1.687 1.054 -7.834
C: -1.442 0.444 -6.765
O: -1.935 0.666 -5.530
B: -1.368 -0.373 -4.592
O: -0.511 -1.187 -5.475
C: -0.530 -0.747 -6.694
O: 0.153 -1.197 -7.630
O: -2.405 -1.226 -3.938
C: -2.296 -1.119 -2.543
O: -2.791 -1.926 -1.632
C: -1.141 -0.174 -2.285
O: -0.619 0.159 -3.453
O: -0.577 -0.008 -1.143
O: -7.299 3.973 -1.366
C: -6.749 3.066 -0.696
O: -5.589 3.041 -0.204
B: -5.280 1.739 0.441
O: -6.386 0.879 0.100
C: -7.327 1.644 -0.509
O: -8.499 1.406 -0.785
O: -5.102 1.938 1.916
C: -4.016 1.470 2.307
O: -3.656 1.517 3.467
C: -3.292 0.887 1.116
O: -4.034 1.121 0.065
O: -2.133 0.316 1.072
C: 2.156 6.339 0.897
C: 2.010 4.924 0.721
C: 0.491 4.567 0.611
C: 0.329 3.130 0.696
N: 0.124 2.013 0.745
H: 1.636 6.818 0.067
H: 3.212 6.553 0.735
H: 1.946 6.786 1.869
H: 2.375 4.386 1.596
H: 2.674 4.559 -0.062
H: 0.027 4.921 -0.309
H: -0.022 4.920 1.506
C: -0.307 -1.739 6.498
C: -0.394 -0.185 6.478
C: -1.101 0.554 5.372
C: -0.609 0.266 4.059
N: -0.196 0.094 2.925
H: -1.316 -2.114 6.670
H: 0.381 -2.074 7.274
H: 0.025 -2.127 5.535
H: 0.634 0.176 6.485
H: -0.717 0.104 7.479
H: -1.055 1.629 5.550
H: -2.152 0.434 5.636
C: -0.377 -5.652 -0.916
C: -1.242 -5.602 0.328
C: -2.023 -4.369 0.503
C: -1.290 -3.114 0.639
N: -0.708 -2.142 0.791
H: 0.476 -6.311 -0.751
H: 0.117 -4.783 -1.350
H: -0.847 -6.196 -1.735
H: -0.498 -5.499 1.118
H: -1.764 -6.558 0.290
H: -2.568 -4.488 1.440
H: -2.847 -4.130 -0.169

Summary:
Energy   -136476.5683 eV
Net charge   -1
<S²>   8.756
2S+1   6
Kohn-Sham gap (spin up / spin down)   0.2763 / 0.1506 hartree

Atom charges from the Mulliken analysis, given in e for atoms 1 to 5: atom 1 (Fe): 2.653, atom 2 (O): -0.632, atom 3 (C): 0.591, atom 4 (O): -0.478, atom 5 (B): 1.227